{"formula": "C58H79F8O10Zn", "method": "wB97M-V/def2-TZVPD", "elements": ["Zn", "C", "O", "O", "C", "F", "F", "F", "C", "C", "H", "H", "H", "H", "H", "H", "F", "C", "C", "C", "C", "C", "C", "H", "H", "H", "H", "H", "F", "C", "C", "C", "C", "C", "C", "H", "H", "H", "H", "H", "F", "C", "C", "C", "C", "C", "C", "H", "H", "H", "H", "H", "F", "C", "C", "C", "C", "C", "C", "H", "H", "H", "H", "H", "F", "C", "C", "C", "C", "C", "C", "H", "H", "H", "H", "H", "C", "C", "O", "C", "H", "H", "H", "H", "H", "H", "C", "C", "O", "C", "H", "H", "H", "H", "H", "H", "C", "C", "O", "C", "H", "H", "H", "H", "H", "H", "C", "C", "O", "C", "H", "H", "H", "H", "H", "H", "C", "C", "O", "C", "H", "H", "H", "H", "H", "H", "C", "C", "O", "C", "H", "H", "H", "H", "H", "H", "C", "C", "O", "C", "H", "H", "H", "H", "H", "H", "C", "C", "O", "C", "H", "H", "H", "H", "H", "H"], "xyz": [[-14.585, 25.622, 7.975], [-12.543, 27.710, 9.825], [-12.125, 26.888, 10.952], [-13.488, 26.955, 9.124], [-12.987, 29.149, 10.334], [-12.009, 29.702, 11.129], [-13.183, 29.951, 9.306], [-14.125, 29.145, 11.024], [-11.021, 25.947, 10.704], [-10.895, 25.066, 11.940], [-10.851, 25.663, 12.851], [-11.750, 24.393, 12.019], [-10.027, 24.408, 11.920], [-10.136, 26.551, 10.501], [-11.171, 25.258, 9.873], [-11.650, 27.954, 9.248], [-7.712, 26.690, 11.893], [-7.595, 27.950, 11.525], [-8.581, 28.897, 11.864], [-8.376, 30.245, 11.529], [-7.195, 30.648, 10.856], [-6.277, 29.689, 10.468], [-6.475, 28.317, 10.763], [-9.375, 28.654, 12.554], [-9.014, 31.014, 11.940], [-7.104, 31.702, 10.638], [-5.356, 29.992, 9.994], [-5.731, 27.606, 10.434], [-16.881, 19.757, 12.284], [-15.830, 20.551, 12.663], [-14.608, 20.402, 12.052], [-13.485, 21.056, 12.525], [-13.692, 21.966, 13.600], [-14.864, 22.111, 14.266], [-16.004, 21.437, 13.719], [-14.434, 19.718, 11.234], [-12.519, 20.901, 12.067], [-12.849, 22.521, 13.986], [-14.967, 22.776, 15.111], [-16.966, 21.529, 14.202], [-3.762, 23.320, 10.667], [-4.950, 23.542, 10.063], [-6.106, 23.915, 10.733], [-7.271, 24.064, 10.041], [-7.307, 23.847, 8.663], [-6.147, 23.492, 7.976], [-4.996, 23.350, 8.701], [-6.115, 24.171, 11.782], [-8.130, 24.403, 10.601], [-8.214, 23.818, 8.077], [-6.235, 23.076, 6.983], [-4.083, 23.006, 8.238], [-13.398, 25.358, 17.696], [-13.735, 26.014, 16.595], [-14.683, 26.975, 16.638], [-15.037, 27.686, 15.453], [-14.424, 27.349, 14.257], [-13.442, 26.381, 14.254], [-13.051, 25.710, 15.429], [-15.168, 27.245, 17.564], [-15.792, 28.456, 15.515], [-14.619, 27.897, 13.347], [-12.941, 26.183, 13.317], [-12.320, 24.917, 15.374], [-7.647, 24.470, 4.512], [-7.962, 25.436, 5.391], [-9.308, 25.581, 5.810], [-9.603, 26.527, 6.790], [-8.567, 27.251, 7.461], [-7.238, 27.044, 7.053], [-6.966, 26.199, 5.961], [-10.023, 24.912, 5.356], [-10.617, 26.639, 7.146], [-8.791, 27.812, 8.356], [-6.358, 27.518, 7.461], [-5.943, 26.021, 5.664], [-12.517, 22.204, 9.489], [-12.580, 23.077, 8.273], [-13.538, 23.866, 8.241], [-11.589, 23.023, 7.161], [-13.067, 21.265, 9.436], [-12.805, 22.756, 10.384], [-11.470, 21.959, 9.669], [-11.697, 22.002, 6.794], [-10.571, 23.318, 7.417], [-11.904, 23.619, 6.304], [-17.092, 28.789, 6.405], [-16.518, 28.208, 7.636], [-16.099, 27.089, 7.613], [-16.760, 29.052, 8.907], [-17.303, 29.858, 6.373], [-18.074, 28.324, 6.320], [-16.419, 28.547, 5.581], [-17.791, 29.400, 8.837], [-16.169, 29.964, 8.987], [-16.700, 28.409, 9.785], [-17.403, 23.773, 10.676], [-16.141, 24.496, 10.599], [-15.825, 25.096, 9.572], [-15.325, 24.591, 11.843], [-18.180, 24.415, 11.090], [-17.363, 22.921, 11.355], [-17.793, 23.382, 9.736], [-15.929, 24.888, 12.701], [-14.564, 25.352, 11.665], [-14.761, 23.672, 12.000], [-10.278, 18.773, 12.812], [-10.128, 19.623, 11.585], [-10.813, 19.352, 10.585], [-9.292, 20.872, 11.579], [-9.349, 18.277, 13.092], [-11.003, 17.968, 12.692], [-10.764, 19.398, 13.561], [-9.718, 21.700, 11.013], [-8.383, 20.692, 11.006], [-9.088, 21.206, 12.597], [-13.502, 29.484, 5.808], [-13.868, 30.979, 5.822], [-14.905, 31.321, 5.337], [-12.884, 31.965, 6.446], [-12.415, 29.422, 5.763], [-14.138, 28.975, 5.083], [-13.896, 29.153, 6.770], [-13.372, 32.933, 6.333], [-11.900, 31.858, 5.989], [-12.745, 31.798, 7.514], [-10.724, 30.502, 16.501], [-10.973, 30.666, 15.070], [-10.359, 31.518, 14.402], [-12.061, 29.850, 14.419], [-11.363, 31.089, 17.162], [-9.679, 30.729, 16.711], [-10.817, 29.465, 16.824], [-11.766, 28.801, 14.428], [-12.140, 30.308, 13.433], [-13.006, 29.965, 14.950], [-7.673, 24.621, 14.948], [-6.360, 23.809, 15.188], [-5.940, 23.028, 14.270], [-5.569, 24.011, 16.401], [-8.126, 24.163, 14.069], [-7.433, 25.613, 14.565], [-8.401, 24.552, 15.757], [-4.608, 23.504, 16.322], [-6.159, 23.568, 17.203], [-5.470, 25.058, 16.689], [-14.829, 32.621, 10.838], [-16.316, 32.553, 10.567], [-16.797, 33.175, 9.638], [-17.201, 31.602, 11.296], [-14.638, 32.182, 11.817], [-14.527, 33.665, 10.754], [-14.235, 31.991, 10.176], [-16.763, 30.604, 11.274], [-18.218, 31.571, 10.905], [-17.285, 31.952, 12.325]], "forces_ev_per_a": [[0.7, 1.7, 2.8], [-0.4, -2.5, -0.1], [0.4, 0.2, -0.3], [0.0, 1.1, -0.4], [0.8, -1.7, 0.9], [-0.9, -0.5, -0.9], [0.1, 0.6, -0.9], [-0.3, -0.1, 0.5], [-0.7, 0.7, 0.6], [0.0, 0.2, 0.1], [0.1, 0.0, 0.0], [-0.3, 0.1, 0.0], [0.2, 0.2, -0.2], [0.2, -0.1, 0.1], [-0.5, 0.3, -0.5], [0.3, 0.0, -0.4], [-0.4, -1.3, 0.5], [0.4, 2.3, -1.3], [1.0, 0.3, 0.2], [1.3, -0.5, 0.0], [-1.5, -0.6, 0.3], [-0.2, -0.7, 0.3], [-0.5, 1.1, 0.4], [-0.2, -0.3, -0.2], [-0.4, -0.1, -0.1], [0.4, 0.0, 0.0], [0.0, -0.1, -0.2], [-0.1, -0.3, 0.2], [0.7, 0.8, 0.0], [-0.9, 0.2, 0.8], [1.2, -0.7, -0.7], [-1.4, 1.4, 1.1], [2.3, -0.6, -0.4], [-2.3, -0.7, -1.4], [0.8, 0.0, 0.8], [-0.5, -0.3, -0.1], [0.0, 0.1, 0.0], [0.3, 0.0, 0.0], [0.0, 0.0, 0.0], [-0.1, -0.1, 0.0], [-0.6, 0.3, 0.2], [-0.3, 0.1, -0.3], [1.3, 0.3, 1.1], [-0.7, 0.3, -1.2], [0.0, -0.4, -0.2], [-1.2, -0.6, 0.8], [1.5, -0.5, -0.1], [0.3, -0.3, 0.2], [-0.2, -0.1, -0.1], [-0.3, 0.4, 0.2], [0.2, 0.5, -0.3], [0.1, 0.0, -0.2], [0.1, -0.4, 0.9], [1.0, -0.4, -0.8], [-1.5, 1.9, -0.9], [0.4, -1.1, 0.9], [-0.1, 0.5, 0.4], [0.7, -0.6, 0.5], [-0.8, 0.3, -1.4], [0.0, -0.2, 0.1], [0.0, 0.1, 0.0], [-0.2, 0.0, -0.1], [0.1, -0.1, 0.0], [0.2, 0.0, 0.3], [-0.1, 0.2, -0.1], [-1.1, 0.5, 1.1], [1.3, 0.2, -0.3], [1.2, 0.1, 0.7], [0.2, -1.3, -0.8], [-0.8, -0.2, -1.1], [0.0, -0.2, 0.5], [-0.3, 0.2, 0.0], [-0.2, 0.0, 0.0], [-0.1, 0.3, -0.1], [-0.3, 0.3, 0.5], [0.1, 0.1, -0.1], [1.4, 0.2, 0.2], [-1.1, 1.0, 0.4], [-0.2, 0.3, -0.5], [-0.8, -0.2, -0.5], [-0.1, 0.1, -0.3], [-0.5, 0.1, -0.3], [0.1, -0.4, -0.2], [0.8, -0.4, 0.1], [0.0, -0.5, 0.3], [-0.2, 0.4, 0.3], [0.2, 0.4, -0.8], [-1.6, 3.4, 1.1], [1.8, -2.7, 0.0], [-0.2, -1.3, -0.4], [0.4, 0.0, 0.4], [0.0, -0.4, -0.4], [-0.5, -0.2, -0.3], [-0.1, 0.0, -0.1], [0.3, -0.3, -0.2], [0.4, 0.2, 0.1], [-1.4, -1.3, 0.0], [0.4, 0.8, -0.1], [0.1, -0.6, -0.4], [0.8, 0.8, -0.7], [0.0, 0.3, 0.1], [0.3, 0.1, 0.2], [0.3, 0.3, -0.2], [0.0, -0.4, 0.1], [0.0, 0.2, 0.1], [-0.4, -0.3, 0.3], [-0.3, -0.4, 0.0], [-2.1, -0.4, -2.2], [1.1, 0.5, 1.3], [0.3, 0.1, 0.2], [0.1, 0.6, 0.5], [0.0, 0.1, -0.7], [0.7, 0.1, 0.6], [-0.6, -0.2, 0.1], [0.4, -0.2, 0.4], [0.4, 0.0, -0.1], [-0.6, 1.4, 0.7], [1.1, -1.0, 0.1], [-1.0, 0.6, -0.2], [-0.9, -0.2, 0.0], [-0.2, -0.7, -0.2], [0.7, 0.0, -0.4], [0.5, -0.3, 0.4], [0.6, 0.2, -0.2], [-0.1, 0.3, -0.2], [-0.1, -0.3, 0.1], [1.2, -0.8, 1.4], [0.3, 2.2, -1.9], [-0.9, -1.7, 1.2], [0.5, 0.8, -0.1], [-0.1, 0.2, -0.3], [-0.1, 0.5, 0.0], [-0.4, -0.2, -0.1], [-0.2, -0.1, -0.3], [-0.2, -0.7, -0.1], [0.0, -0.1, 0.2], [0.8, -1.4, -0.8], [0.5, -1.5, -4.3], [-1.7, 2.5, 3.0], [0.1, -0.1, 0.9], [-0.1, -0.3, 0.0], [0.0, 0.3, 0.7], [0.3, 0.5, 0.2], [-0.1, 0.1, 0.0], [0.1, -0.2, 0.3], [0.1, 0.1, -0.2], [-0.4, -0.3, 0.9], [-0.4, -0.1, -2.2], [0.4, 0.2, 0.4], [-0.1, -0.1, 0.8], [0.2, 0.4, 0.3], [0.2, -0.2, 0.1], [-0.3, 0.2, -0.4], [0.1, -0.1, 0.3], [0.2, 0.2, -0.3], [0.1, -0.3, 0.3]], "energy_ev": -152052.160, "charge": 1, "largest_force_ev_per_a": 4.6, "homo_energy_ev": -10.82}